Entry from the OMol25 dataset: a 27-piece molecular cluster, C73H210N10O27 overall at a distorted geometry (wB97M-V/def2-TZVPD).

The geometry in XYZ format:
```
320
Properties=species:S:1:pos:R:3
C 4.21712 4.74855 3.78782
C 3.92970 3.93011 2.59535
C 2.65490 4.23957 1.86211
O 5.00435 4.15816 1.73529
H 4.07027 5.80461 3.56137
H 5.19173 4.51092 4.21419
H 3.61722 4.49582 4.66209
H 3.92157 2.87653 2.87463
H 2.77374 3.65244 0.95148
H 2.60818 5.30913 1.65728
H 1.74419 3.82382 2.29323
H 5.05317 5.08443 1.48781
C -4.35863 2.42062 -4.46509
C -3.79607 3.85379 -4.77812
C -4.09157 4.88223 -3.67119
O -2.50038 3.84139 -5.23015
H -3.80547 2.16040 -3.56263
H -4.02486 1.65956 -5.17041
H -5.39458 2.25916 -4.16702
H -4.35139 4.21187 -5.64501
H -3.42543 5.73713 -3.78742
H -3.81830 4.43879 -2.71369
H -5.15201 5.13290 -3.64417
H -2.50447 3.46395 -6.11283
C -4.43374 -4.12769 -1.50995
C -5.58994 -4.87208 -2.17323
C -5.26387 -6.38945 -2.19296
O -6.81022 -4.54164 -1.45959
H -4.25089 -4.40695 -0.47231
H -4.72866 -3.07921 -1.55239
H -3.56538 -4.19210 -2.16563
H -5.77375 -4.46926 -3.16924
H -5.03853 -6.72839 -1.18180
H -4.37161 -6.56059 -2.79519
H -5.89044 -7.03014 -2.81347
H -7.52520 -4.51785 -2.09977
C -0.21631 3.41912 -2.65760
C 0.14041 4.85058 -2.12963
C 1.50363 5.00149 -1.59731
O -0.16310 5.72191 -3.20258
H 0.51588 2.96166 -3.32297
H -1.24788 3.23398 -2.95707
H -0.17258 2.80007 -1.76151
H -0.40017 5.00015 -1.19501
H 2.30639 4.75595 -2.29257
H 1.66545 4.34831 -0.73984
H 1.65863 5.94857 -1.08047
H -0.62840 5.12525 -3.79343
C 4.31843 -4.43154 0.49735
C 3.01602 -5.16090 0.89893
C 3.24327 -6.40629 1.63492
O 2.16690 -4.38869 1.70503
H 4.89479 -4.21552 1.39694
H 4.01797 -3.57590 -0.10739
H 4.90661 -5.15836 -0.06290
H 2.38056 -5.29941 0.02423
H 4.22463 -6.48435 2.10284
H 3.27362 -7.18626 0.87411
H 2.45510 -6.75914 2.30004
H 1.26237 -4.66369 1.53833
C -3.73381 3.62599 0.53793
C -4.86820 4.51142 0.08907
C -5.95754 3.62980 -0.47254
O -5.30981 5.13991 1.28364
H -3.37368 2.95243 -0.23971
H -3.92735 3.09759 1.47144
H -2.90002 4.30583 0.71319
H -4.45493 5.18688 -0.65997
H -5.66196 3.35574 -1.48527
H -6.84436 4.25488 -0.57709
H -6.23020 2.70223 0.03083
H -6.04359 5.68628 0.99269
C 2.52103 -3.49896 -9.31786
C 1.45254 -3.63604 -8.20365
C 1.63834 -4.64706 -7.17635
O 1.38336 -2.34463 -7.59973
H 2.47398 -4.36710 -9.97527
H 3.49615 -3.20961 -8.92604
H 2.23722 -2.63559 -9.91964
H 0.46368 -3.72960 -8.65255
H 2.64039 -4.46058 -6.79004
H 1.55142 -5.63411 -7.63052
H 0.90952 -4.67491 -6.36632
H 0.49901 -2.22622 -7.24549
C -2.56954 -3.46040 5.20069
C -1.25599 -2.78470 4.79207
C -0.07483 -3.37925 5.59649
O -1.06967 -2.98456 3.44418
H -2.57213 -3.52513 6.28876
H -2.66779 -4.48224 4.83423
H -3.44084 -3.02722 4.70948
H -1.28135 -1.71823 5.01593
H 0.79777 -2.76215 5.38233
H 0.20619 -4.42564 5.47734
H -0.31326 -3.22265 6.64850
H -1.82323 -2.59098 2.99826
C 1.61575 3.69871 7.68914
C 0.51891 4.04635 6.60284
C 0.40065 2.92465 5.54609
O -0.75167 4.18322 7.17219
H 1.63058 2.65857 8.01471
H 1.81559 4.21922 8.62574
H 2.59828 3.86561 7.24767
H 0.73661 4.97696 6.07875
H 0.25479 1.95243 6.01682
H 1.20208 2.80791 4.81658
H -0.45112 3.12131 4.89501
H -0.86352 3.36865 7.66773
C -3.72753 4.61397 4.29872
C -4.93673 4.51954 5.22174
C -5.27076 5.77059 6.01803
O -6.00918 4.06474 4.35212
H -3.47975 3.65374 3.84633
H -2.79662 4.97565 4.73541
H -3.98280 5.31171 3.50117
H -4.85526 3.66514 5.89364
H -5.68481 6.53217 5.35723
H -4.42135 6.15212 6.58462
H -6.05986 5.47663 6.71013
H -5.82315 4.37184 3.46179
C -2.70512 -0.63281 7.56746
C -2.85594 0.88017 7.51117
C -3.79353 1.61714 8.48679
O -1.62650 1.41892 7.97128
H -3.73869 -0.94125 7.41026
H -2.42724 -1.04492 8.53754
H -1.95901 -0.96427 6.84527
H -3.18369 1.16321 6.51089
H -3.94864 2.59923 8.04009
H -3.36742 1.82856 9.46752
H -4.76709 1.12696 8.49164
H -0.94201 0.81085 7.68264
O -3.61128 -5.92676 1.86352
H -2.85397 -5.58625 2.33973
H -3.50199 -6.87741 1.88711
O -0.41027 -4.65541 -0.27095
H -0.97425 -4.95208 -0.98520
H -0.85216 -4.95439 0.52377
O 3.02066 -1.67178 6.07928
H 3.04169 -1.47092 5.14364
H 3.02676 -2.62810 6.11964
O 2.78289 0.45172 -7.02211
H 2.43443 0.70405 -7.87717
H 2.27261 -0.31882 -6.77288
O -0.78197 -5.68551 2.83514
H -0.35205 -6.22907 3.49540
H -0.86131 -4.82517 3.24717
O 0.75556 0.01375 7.55954
H 1.52082 -0.43104 7.19517
H 0.62831 -0.39143 8.41737
C -0.72994 6.52209 1.78554
C -0.56988 7.97755 2.08531
C -0.93310 8.24214 3.51808
O -1.06482 9.69567 3.74273
C -2.34916 10.24633 3.46502
N 0.75480 8.39601 1.71377
H -0.04787 5.81980 2.26478
H -0.54503 6.22174 0.75418
H -1.67556 6.09438 2.11863
H -1.32652 8.42075 1.43787
H -0.37679 7.67395 4.26359
H -1.91202 7.83211 3.76642
H -2.39931 11.27552 3.82049
H -3.19851 9.75745 3.94221
H -2.52117 10.35940 2.39464
H 0.99695 9.32992 2.01253
H 0.88305 8.61932 0.73715
C 4.20435 -0.74219 0.64263
C 4.44149 -1.35744 2.07362
C 4.83499 -0.25074 3.08833
O 6.25233 0.08750 2.93678
C 6.57347 1.36306 3.41142
N 3.24524 -1.99618 2.58346
H 4.36969 -1.41656 -0.19760
H 4.76427 0.18307 0.50667
H 3.16577 -0.41240 0.61631
H 5.23264 -2.09535 1.94071
H 4.85449 -0.51177 4.14644
H 4.19897 0.61966 2.92712
H 6.29212 2.15119 2.71299
H 7.65086 1.52747 3.42890
H 6.09547 1.47350 4.38477
H 2.43102 -1.47819 2.28546
H 2.97721 -2.84181 2.10059
C 4.75148 4.12113 -5.34502
C 5.52143 4.56514 -4.09187
C 5.44264 3.59103 -2.82439
O 4.08964 3.14119 -2.57494
C 4.09345 2.26177 -1.40081
N 6.87140 4.66401 -4.48470
H 4.74515 4.86467 -6.14202
H 3.72058 3.80304 -5.18961
H 5.32834 3.35998 -5.87035
H 5.03604 5.48834 -3.77533
H 6.05920 4.00622 -2.02718
H 5.99421 2.70207 -3.13039
H 4.60966 1.30879 -1.51680
H 3.05188 1.99320 -1.22445
H 4.24365 2.86184 -0.50334
H 7.51253 4.50371 -3.72092
H 7.22295 4.09861 -5.24419
C -1.22582 0.02613 -1.72605
C -0.24716 -0.90109 -1.05988
C -0.35995 -1.16510 0.50755
O -0.27622 0.11752 1.15314
C -0.71031 0.05494 2.49958
N -0.44940 -2.11011 -1.83548
H -1.25313 0.96044 -1.16532
H -2.22492 -0.40822 -1.76142
H -0.97764 0.28302 -2.75587
H 0.75724 -0.49012 -1.16173
H 0.43013 -1.78924 0.92507
H -1.32693 -1.65934 0.60119
H 0.08659 -0.36497 3.11336
H -1.68611 -0.42744 2.55629
H -1.00496 1.09964 2.59897
H 0.02618 -2.83910 -1.32315
H 0.01820 -2.11903 -2.73068
C 2.75430 -4.68988 -2.86441
C 3.59455 -3.94397 -3.88711
C 4.50758 -2.81997 -3.32908
O 3.78889 -1.70366 -2.90957
C 2.99213 -1.05646 -3.90906
N 4.40977 -5.01528 -4.44993
H 2.24773 -5.58443 -3.22669
H 2.00279 -3.99936 -2.48168
H 3.29802 -5.14454 -2.03630
H 2.90384 -3.72028 -4.70011
H 5.22685 -2.44952 -4.05950
H 5.03382 -3.25977 -2.48189
H 2.25159 -0.46266 -3.37323
H 2.55121 -1.70936 -4.66233
H 3.61249 -0.39361 -4.51228
H 3.70127 -5.70529 -4.65497
H 4.88662 -4.71526 -5.28821
C 0.33851 -7.89077 -0.43157
C -0.42949 -7.42206 -1.69449
C -0.48068 -8.52909 -2.69955
O 0.82428 -8.78258 -3.18314
C 0.84261 -9.70643 -4.13821
N -1.71796 -7.00057 -1.18023
H 1.29208 -8.36738 -0.65880
H -0.19614 -8.60035 0.19989
H 0.61859 -7.02702 0.17140
H 0.01233 -6.60097 -2.25904
H -1.09739 -8.33484 -3.57706
H -0.92658 -9.42605 -2.26976
H 0.32183 -10.65904 -4.04110
H 1.85879 -9.83766 -4.51007
H 0.31391 -9.41063 -5.04434
H -1.76193 -6.66562 -0.22841
H -2.24760 -7.85247 -1.06258
C -4.49337 -0.27912 0.56268
C -4.83575 -0.55438 2.04668
C -6.38415 -0.73563 2.20777
O -7.17403 0.39915 2.06319
C -6.85843 1.58323 2.74145
N -4.15370 -1.81028 2.24838
H -4.97679 0.68005 0.37719
H -4.88450 -1.03867 -0.11422
H -3.44666 -0.13505 0.29480
H -4.42171 0.27487 2.62028
H -6.61559 -1.15216 3.18810
H -6.71682 -1.51387 1.52091
H -6.88329 1.49623 3.82769
H -7.44779 2.44308 2.42298
H -5.87284 1.88014 2.38291
H -4.72354 -2.64306 2.29132
H -3.76994 -1.97247 1.32832
C 5.64795 -3.74351 5.02722
C 4.49690 -4.76275 4.58530
C 4.76056 -6.11247 5.31538
O 3.87029 -7.14219 4.76104
C 4.39465 -8.41130 4.79218
N 3.14737 -4.21495 4.75623
H 5.66421 -2.89986 4.33723
H 6.67918 -4.09627 5.04175
H 5.31185 -3.29144 5.96037
H 4.64449 -5.01684 3.53566
H 4.52218 -6.07594 6.37836
H 5.82294 -6.34841 5.25380
H 3.61572 -9.05399 4.38192
H 4.48766 -8.74974 5.82412
H 5.35800 -8.59610 4.31690
H 2.97117 -3.81262 3.84674
H 2.48877 -4.97043 4.88118
C 0.93416 7.62100 -7.98455
C 0.19344 6.28558 -7.61340
C 1.14409 5.16652 -7.22154
O 0.39100 4.03858 -6.91136
C 1.17769 3.03659 -6.33450
N -0.74038 6.72168 -6.58937
H 1.64970 7.40659 -8.77835
H 1.42380 8.03676 -7.10394
H 0.38214 8.43580 -8.45303
H -0.39951 5.97149 -8.47239
H 1.66024 5.63002 -6.38079
H 1.78586 5.01049 -8.08865
H 0.48541 2.31155 -5.90651
H 1.56416 3.49325 -5.42335
H 2.00808 2.73165 -6.97134
H -1.00690 5.86399 -6.12739
H -0.20036 7.22090 -5.89711
C -1.12611 -0.24818 -6.02141
C -1.31760 -1.63872 -5.60589
C -2.62068 -1.86394 -4.70722
O -3.73086 -1.31771 -5.35832
C -4.96161 -1.60748 -4.68442
N -1.39169 -2.57033 -6.68089
H -0.21230 -0.33955 -6.60853
H -0.80878 0.42893 -5.22835
H -1.87956 0.13218 -6.71115
H -0.41794 -1.90030 -5.04886
H -2.43588 -1.37828 -3.74905
H -2.80209 -2.92730 -4.55084
H -5.09679 -2.68444 -4.78437
H -5.79244 -1.10076 -5.17540
H -5.02580 -1.36765 -3.62308
H -1.67705 -3.50126 -6.41249
H -2.11684 -2.22123 -7.29111
```

For the gap between HOMO and LUMO, the calculation gives 8.86 eV. The calculation puts the max |F| at 4.15 eV Å⁻¹. Its LUMO energy is 0.079 eV. As for the total charge: 0.